# 1
{
  "formula": "C36H43BrF6N2O7PTeZr",
  "method": "wB97M-V/def2-TZVPD",
  "fmax_ha_per_bohr": 0.049,
  "de_lowest_ev": 1.9016,
  "total_energy_ha": -5863.4922,
  "gap_ev": 6.69,
  "total_charge": 1,
  "species": ["Zr", "O", "C", "C", "C", "C", "C", "C", "C", "O", "N", "N", "C", "C", "Br", "C", "C", "C", "C", "C", "C", "C", "H", "H", "H", "H", "H", "H", "H", "H", "H", "H", "H", "H", "H", "H", "C", "C", "C", "C", "O", "P", "O", "O", "O", "C", "C", "C", "C", "H", "H", "H", "H", "H", "H", "H", "H", "H", "H", "H", "H", "H", "H", "H", "H", "H", "H", "C", "C", "O", "C", "F", "F", "F", "C", "F", "F", "F", "H", "H", "H", "C", "Te", "C", "C", "C", "C", "C", "C", "C", "H", "H", "H", "H", "H", "H", "H", "H"],
  "xyz": [[0.366105, 0.395971, -0.672921], [-3.459529, -0.825842, -4.826792], [-3.752987, 0.274443, -4.087746], [-4.874796, 1.005048, -4.480260], [-5.269113, 2.124592, -3.778256], [-4.553581, 2.544226, -2.659783], [-3.447183, 1.820116, -2.265974], [-3.029502, 0.690371, -2.972840], [-1.818050, -0.039421, -2.421030], [-0.780827, 0.810909, -2.132408], [-2.313341, -0.716464, -1.180147], [-1.543416, -0.652462, -0.080005], [-2.047519, -0.838860, 1.085050], [-1.212327, -1.003968, 2.254739], [0.486137, -0.096467, 2.091725], [-1.587905, -1.723208, 3.319999], [-0.881390, -2.141402, 4.521664], [-1.670695, -2.544237, 5.607358], [-1.090917, -2.983832, 6.782169], [0.290425, -3.061183, 6.886783], [1.085754, -2.692829, 5.810634], [0.510339, -2.230656, 4.640708], [-2.631799, -1.232204, -4.555643], [-5.420434, 0.664936, -5.350219], [-6.144084, 2.672285, -4.101391], [-4.858599, 3.423055, -2.107932], [-2.874019, 2.103025, -1.389556], [-1.468400, -0.848232, -3.082520], [-3.313494, -0.650086, -1.040245], [-3.116100, -1.006915, 1.201043], [-2.617880, -2.069326, 3.272328], [-2.749767, -2.489982, 5.530546], [-1.711623, -3.274121, 7.618823], [0.746387, -3.413098, 7.802241], [2.162224, -2.768033, 5.885868], [1.152427, -1.977178, 3.811374], [-0.569295, 3.983490, -3.327818], [-0.171596, 4.561144, -1.975473], [0.856113, 5.674749, -2.128531], [-1.394049, 5.045489, -1.206792], [0.500856, 3.456659, -1.272991], [0.319816, 2.856341, 0.170825], [1.500679, 1.872752, 0.220840], [-0.903137, 1.962288, 0.274720], [0.276270, 3.993939, 1.232531], [1.381557, 4.463606, 2.090281], [2.602971, 4.801621, 1.245400], [1.703223, 3.384033, 3.115717], [0.821127, 5.706569, 2.764922], [-1.155513, 4.702563, -3.898038], [-1.153358, 3.078268, -3.178445], [0.321952, 3.717612, -3.898069], [0.510554, 6.403960, -2.859767], [1.807447, 5.261060, -2.462669], [1.012183, 6.178862, -1.174320], [-1.872208, 5.857716, -1.751247], [-1.108318, 5.403638, -0.219066], [-2.109172, 4.231413, -1.080498], [2.927370, 3.932276, 0.673144], [3.416924, 5.118475, 1.895356], [2.381191, 5.609633, 0.549007], [2.139923, 2.514835, 2.624821], [0.794666, 3.081278, 3.637498], [2.412497, 3.768201, 3.847052], [0.535630, 6.443806, 2.014583], [1.570046, 6.139681, 3.425580], [-0.063724, 5.446557, 3.345277], [2.583512, -2.039108, -3.506559], [2.207318, -0.959252, -2.496785], [1.002572, -1.125599, -1.847814], [3.299557, -0.871092, -1.384910], [2.724043, -0.302888, -0.249401], [3.713816, -2.072927, -1.006890], [4.354329, -0.130797, -1.689411], [2.124504, 0.405135, -3.221926], [1.023641, 0.459264, -3.961448], [3.146688, 0.735219, -3.992684], [1.997754, 1.388826, -2.257135], [2.386642, -3.017618, -3.077632], [3.639007, -1.960182, -3.764957], [1.989567, -1.919256, -4.410829], [1.392968, -4.628625, -0.973199], [0.736379, -2.936547, 0.227140], [0.297562, -4.478163, 1.714030], [0.752759, -5.797667, 1.157223], [0.667960, -6.957637, 1.923582], [1.069885, -8.176345, 1.406207], [1.579320, -8.247249, 0.116729], [1.682110, -7.096651, -0.644859], [1.266138, -5.870143, -0.133099], [2.433288, -4.488498, -1.266169], [0.786568, -4.709801, -1.875455], [-0.773242, -4.510945, 1.922123], [0.802378, -4.273203, 2.657191], [0.279048, -6.901833, 2.933518], [0.992324, -9.070476, 2.010127], [1.898339, -9.197121, -0.290637], [2.090076, -7.150275, -1.647288]],
  "atomic_forces_ev_per_a": [[0.8167, -1.1713, 0.8723], [-0.0284, -0.0809, -0.1668], [0.0191, 0.1847, 0.2224], [-0.0174, -0.1005, -0.1396], [0.0262, -0.0258, -0.0083], [0.0455, 0.0135, 0.0542], [-0.0466, -0.0263, -0.0296], [0.2580, 0.0046, -0.1125], [-1.1739, -0.5114, -0.1985], [-0.9272, 0.3014, -0.3984], [-0.2122, -0.0947, -0.5000], [-0.6253, 0.3484, 0.3048], [0.0432, -0.2107, -0.3241], [0.3003, 0.2153, 0.1894], [-0.5079, -0.4209, 0.9104], [0.1390, 0.2115, -0.2682], [0.0473, -0.1092, 0.3461], [0.0470, 0.1118, -0.0774], [0.0342, -0.0337, 0.0946], [-0.0133, 0.0212, -0.0160], [0.0102, 0.0113, 0.0655], [-0.0667, 0.0002, -0.0888], [0.0189, 0.0348, 0.0567], [-0.0192, 0.0101, 0.0000], [-0.0001, 0.0114, -0.0114], [-0.0188, -0.0098, 0.0075], [0.0014, 0.0639, -0.0082], [0.1205, 0.2190, 0.0320], [-0.0018, 0.0407, 0.1277], [0.0239, -0.1620, -0.0268], [-0.0112, 0.0031, -0.0797], [-0.0120, -0.0279, -0.0274], [-0.0306, -0.0038, -0.0185], [0.0008, -0.0098, 0.0022], [0.0053, 0.0012, -0.0248], [0.0156, -0.0180, -0.0211], [0.2026, -0.1609, 0.1967], [-0.3070, 0.3691, -0.3641], [0.0005, -0.2377, 0.1960], [0.1525, -0.2919, 0.1299], [-0.0787, 0.2462, 0.5029], [-0.5372, 1.8440, 0.2277], [0.3349, 0.7332, 0.2387], [0.1858, 0.7497, -0.1260], [0.2673, -0.4120, -0.1123], [0.4271, 0.3680, 0.4331], [-0.2685, -0.0992, -0.1629], [-0.2293, -0.0323, -0.2068], [-0.1356, -0.2026, -0.1750], [0.0185, 0.0459, 0.0231], [-0.1071, 0.0035, -0.0530], [0.0006, 0.0306, -0.0402], [-0.0262, 0.0237, 0.0143], [-0.0095, 0.0232, -0.0709], [0.0220, 0.0634, -0.0221], [0.0002, -0.0077, -0.0337], [-0.0482, 0.1106, -0.0062], [-0.0739, 0.0465, -0.0493], [0.1130, -0.0065, 0.0289], [0.0085, -0.0100, 0.0169], [0.0115, 0.0292, 0.0185], [0.0630, -0.0279, 0.0488], [0.0084, -0.0027, 0.0296], [0.0295, 0.0190, -0.0187], [0.0382, 0.0485, 0.0191], [0.0068, 0.0131, 0.0060], [0.0129, 0.0365, 0.0561], [-0.1824, 0.0937, 0.1211], [0.6765, 0.2055, -0.1185], [0.5734, -0.4335, -0.9176], [-0.0981, -0.1963, 0.2972], [0.4338, 0.0241, -0.4342], [0.0903, 0.0597, -0.1346], [-0.0404, -0.0077, -0.0422], [-0.0447, -0.0514, -0.4606], [0.2004, -0.0581, -0.2597], [0.1670, -0.0867, 0.2207], [-0.0745, -0.2386, -0.2129], [0.0181, -0.0041, 0.0204], [-0.0041, -0.0241, -0.0396], [-0.0346, -0.0304, 0.0131], [-0.0082, 0.2796, -0.1428], [0.0343, -2.4345, 0.6285], [-0.0497, 0.2299, 0.0544], [0.1228, 0.0186, -0.1950], [-0.0485, -0.0396, 0.0087], [-0.0039, 0.0103, 0.0793], [0.0094, 0.0204, -0.0462], [-0.0093, -0.0767, -0.0094], [-0.0544, 0.1015, 0.1703], [-0.0255, 0.1362, 0.0203], [-0.0270, 0.1167, 0.0309], [-0.0074, 0.1455, -0.0859], [0.0520, 0.1274, -0.0416], [-0.0125, 0.0010, 0.0046], [0.0020, -0.0067, 0.0038], [0.0102, -0.0004, -0.0066], [-0.0082, 0.0146, -0.0113]],
  "mulliken_charge": [-0.97, -0.61, 0.72, -0.73, -0.50, -1.03, -0.14, 0.30, 0.54, 0.01, -0.96, 1.04, -0.29, 0.29, 0.10, -0.93, 0.98, -0.67, -0.67, -0.42, -0.96, -0.20, 0.33, 0.47, 0.40, 0.46, 0.24, -0.18, 0.51, 0.55, 0.37, 0.38, 0.40, 0.41, 0.42, 0.42, -1.44, 1.60, -1.76, -1.31, 0.90, 0.64, -0.62, -0.52, -0.19, 1.57, -1.32, -1.36, -1.77, 0.48, 0.20, 0.30, 0.46, 0.30, 0.30, 0.52, 0.24, 0.09, 0.21, 0.53, 0.27, 0.05, 0.36, 0.54, 0.39, 0.43, 0.40, -1.51, 1.27, -0.45, 0.65, -0.10, -0.25, -0.28, 0.34, -0.19, -0.30, -0.22, 0.21, 0.38, 0.48, -1.29, 0.53, -0.80, 0.35, -0.59, -0.60, -0.63, -0.59, 0.40, 0.52, 0.54, 0.47, 0.38, 0.47, 0.41, 0.40, 0.46]
}

# 2
{
  "formula": "C36H43Cl3N3O4PtSSi",
  "method": "wB97M-V/def2-TZVPD",
  "fmax_ha_per_bohr": 0.009,
  "de_lowest_ev": 0.0938,
  "total_energy_ha": -4050.4229,
  "spin_multiplicity": 3,
  "gap_ev": [6.63, 7.40],
  "total_charge": -1,
  "s2": 2.0060,
  "species": ["Pt", "C", "Si", "C", "N", "C", "C", "C", "C", "C", "C", "C", "C", "C", "C", "C", "C", "C", "C", "C", "C", "C", "H", "H", "H", "H", "H", "H", "H", "H", "H", "H", "H", "H", "H", "H", "H", "H", "H", "H", "H", "H", "H", "H", "H", "H", "Cl", "C", "Cl", "Cl", "C", "O", "O", "C", "N", "C", "C", "O", "N", "C", "C", "H", "H", "H", "H", "H", "H", "H", "H", "H", "H", "H", "H", "C", "C", "O", "S", "C", "C", "C", "C", "C", "C", "C", "C", "H", "H", "H", "H", "H", "H", "H"],
  "xyz": [[0.711763, -0.147792, -1.010442], [-0.019373, -1.823440, -2.135424], [-0.998294, -2.771829, -0.905379], [-1.787676, -1.543696, 0.316901], [-0.826655, -0.499841, 0.743626], [-1.488240, 0.813035, 1.046006], [-1.349530, 1.229230, 2.504406], [-1.733220, 0.066795, 3.414155], [-0.781186, -1.122924, 3.191144], [-0.003847, -0.981816, 1.881590], [-0.009021, -4.044094, 0.070459], [-0.607391, -4.701140, 1.150541], [0.077790, -5.655014, 1.889036], [1.386456, -5.978787, 1.551656], [1.998287, -5.341621, 0.482579], [1.306156, -4.383247, -0.247373], [-2.468924, -3.741202, -1.626475], [-3.785733, -3.278649, -1.647845], [-4.804736, -4.000984, -2.260325], [-4.524962, -5.213255, -2.873058], [-3.222366, -5.698178, -2.863277], [-2.215233, -4.970442, -2.246592], [-0.628635, -1.520418, -2.993191], [0.837318, -2.387594, -2.516393], [-2.238935, -2.036343, 1.188906], [-2.613577, -1.052363, -0.203869], [-2.552449, 0.704857, 0.816502], [-1.076350, 1.574581, 0.385721], [-1.996800, 2.092334, 2.677095], [-0.326111, 1.558733, 2.697967], [-2.760848, -0.230075, 3.176772], [-1.733265, 0.372650, 4.461944], [-1.330094, -2.066939, 3.223014], [-0.042090, -1.179543, 3.994383], [0.453994, -1.925071, 1.584893], [0.813943, -0.273075, 1.998373], [-1.633214, -4.464010, 1.423949], [-0.405730, -6.142825, 2.727588], [1.929449, -6.719136, 2.127460], [3.026421, -5.571061, 0.229908], [1.813975, -3.860893, -1.050281], [-4.038480, -2.332686, -1.177588], [-5.817923, -3.614594, -2.255849], [-5.315509, -5.780065, -3.351240], [-2.992585, -6.646380, -3.335992], [-1.204774, -5.371170, -2.239160], [5.079252, -3.329555, 0.358850], [4.252963, -1.915891, 1.075027], [5.469059, -0.803217, 1.730932], [3.232180, -2.480938, 2.411054], [3.431362, -1.210470, -0.090931], [4.067008, -0.500812, -0.849598], [2.201692, -1.516099, -0.061049], [-2.947009, 0.233546, -2.672741], [-2.998435, 1.474932, -3.433080], [-3.505810, 1.317074, -4.785432], [-2.020244, 2.423031, -3.152389], [-1.075815, 2.211543, -2.413118], [-2.188112, 3.647722, -3.784820], [-1.101543, 4.597438, -3.641041], [-3.497857, 4.254970, -3.925846], [-3.886899, 0.070376, -2.135495], [-2.120053, 0.277031, -1.969912], [-2.778014, -0.621047, -3.334128], [-2.906925, 0.585095, -5.339957], [-3.484372, 2.256276, -5.330062], [-4.536626, 0.956577, -4.756371], [-0.160119, 4.063520, -3.556084], [-1.222466, 5.216297, -2.744233], [-1.078124, 5.251652, -4.515226], [-4.279650, 3.531054, -3.717643], [-3.644918, 4.653770, -4.934348], [-3.606966, 5.084545, -3.217606], [6.552884, 5.482906, 2.929055], [6.232790, 6.002721, 4.305814], [6.984982, 6.698012, 4.942307], [4.687837, 5.532190, 5.074171], [3.877743, 4.533818, 3.852536], [4.056858, 3.152768, 3.836006], [3.443540, 2.377850, 2.868320], [2.623190, 2.960977, 1.890250], [2.438879, 4.350692, 1.929483], [3.053490, 5.123417, 2.898211], [1.994523, 2.154939, 0.898086], [1.465596, 1.443063, 0.062337], [7.606890, 5.671487, 2.736352], [5.945683, 6.017264, 2.195707], [6.319316, 4.426335, 2.823649], [4.691587, 2.688641, 4.582359], [3.603440, 1.307486, 2.844001], [1.803273, 4.810477, 1.183497], [2.902141, 6.196514, 2.916286]],
  "atomic_forces_ev_per_a": [[0.0011, 0.1466, 0.0941], [-0.0108, 0.1455, 0.0906], [-0.0172, 0.0553, -0.0877], [0.0150, -0.0047, -0.0180], [-0.0751, 0.0012, 0.1214], [0.0067, -0.1209, 0.0294], [0.0163, -0.0105, -0.0222], [0.0020, -0.0059, -0.0135], [0.0027, -0.0002, -0.0117], [0.0055, 0.0259, -0.1784], [0.0019, -0.0565, -0.0215], [-0.0273, 0.0034, 0.0025], [0.0093, 0.0134, -0.0011], [-0.0195, 0.0025, -0.0078], [-0.0045, -0.0411, 0.0034], [0.0326, 0.0426, -0.0202], [0.0510, -0.0725, -0.0208], [-0.0357, 0.0451, 0.0097], [0.0081, -0.0019, -0.0013], [0.0105, -0.0004, 0.0126], [-0.0075, 0.0098, -0.0069], [-0.0012, -0.0276, 0.0145], [0.0246, -0.0507, 0.0341], [-0.0436, -0.0198, -0.0064], [-0.0275, -0.0019, -0.0084], [0.0752, 0.0082, -0.0238], [0.0071, 0.0015, -0.0050], [0.0232, 0.0154, -0.0227], [-0.0046, 0.0057, -0.0034], [0.0170, -0.0041, 0.0188], [0.0051, 0.0048, -0.0009], [0.0059, -0.0007, 0.0061], [-0.0062, -0.0078, -0.0171], [0.0020, 0.0110, -0.0084], [-0.0251, 0.0647, 0.0350], [0.0195, 0.0236, -0.0091], [0.0307, -0.0119, -0.0218], [0.0051, -0.0012, -0.0100], [-0.0035, 0.0140, -0.0034], [-0.0362, 0.0064, 0.0058], [-0.0440, -0.0539, 0.0313], [0.0229, -0.0499, -0.0191], [0.0177, -0.0126, -0.0046], [0.0168, 0.0153, 0.0100], [-0.0093, 0.0170, 0.0115], [-0.0464, 0.0283, 0.0021], [0.0345, 0.0334, -0.0116], [-0.0171, -0.0118, -0.0561], [0.0004, -0.0250, -0.0426], [0.0210, 0.0191, 0.0006], [-0.1560, 0.3489, -0.1338], [-0.1561, -0.3421, 0.2394], [0.3689, -0.0289, 0.1351], [-0.0320, 0.0374, -0.0471], [0.1042, 0.0117, 0.0302], [-0.0369, 0.0193, 0.0019], [0.0110, -0.0584, -0.0356], [-0.1609, 0.0283, 0.0076], [-0.0117, -0.0158, -0.0455], [-0.0036, -0.0038, 0.0374], [0.0284, 0.0225, 0.0318], [0.0051, 0.0102, -0.0434], [0.0099, 0.0237, 0.0369], [0.0030, 0.0339, 0.0087], [-0.0087, -0.0076, 0.0096], [0.0253, -0.0635, 0.0029], [-0.0079, 0.0075, 0.0019], [-0.0051, 0.0022, -0.0149], [0.0088, -0.0111, 0.0040], [-0.0127, -0.0087, 0.0065], [-0.0072, 0.0048, 0.0174], [0.0121, -0.0092, 0.0057], [0.0062, -0.0050, 0.0010], [-0.0436, 0.1602, -0.0445], [0.1610, -0.2366, 0.1348], [-0.0931, 0.0523, -0.0638], [-0.0193, 0.0522, -0.0243], [0.0013, 0.0108, -0.0539], [0.0101, -0.0134, 0.0348], [0.0003, 0.0047, -0.0181], [0.0254, 0.0436, 0.0166], [-0.0167, -0.0318, 0.0049], [0.0004, 0.0408, 0.0006], [-0.0851, 0.1019, -0.0212], [0.0745, -0.2882, -0.0783], [-0.0246, 0.0010, -0.0051], [-0.0015, -0.0283, -0.0148], [0.0063, -0.0274, 0.0336], [-0.0141, 0.0079, -0.0224], [-0.0130, 0.0078, 0.0033], [0.0124, -0.0039, 0.0117], [0.0062, -0.0159, 0.0002]],
  "mulliken_spin": [1.64, 0.07, -0.09, -0.03, 0.25, -0.01, 0.01, 0.00, 0.01, -0.02, 0.00, 0.00, 0.00, 0.00, 0.00, 0.00, 0.00, 0.00, 0.00, 0.00, 0.00, 0.00, -0.01, -0.01, 0.00, 0.00, 0.00, -0.03, 0.00, 0.00, 0.00, 0.00, 0.00, 0.00, 0.01, 0.00, 0.00, 0.00, 0.00, 0.00, 0.00, 0.00, 0.00, 0.00, 0.00, 0.00, 0.00, 0.02, 0.00, 0.00, 0.05, 0.00, 0.05, -0.01, 0.00, 0.00, 0.00, -0.01, 0.00, 0.00, 0.00, 0.00, 0.04, 0.00, 0.00, 0.00, 0.00, 0.00, 0.00, 0.00, 0.00, 0.00, 0.00, 0.00, 0.00, 0.00, 0.00, 0.00, 0.00, 0.00, 0.01, 0.00, 0.00, -0.05, 0.09, 0.00, 0.00, 0.00, 0.00, 0.00, 0.00, 0.00]
}